Record 1
{
  "formula": "CHClO2S",
  "method": "ωB97M-V/def2-TZVPD",
  "symbols": ["C", "O", "O", "S", "Cl", "H"],
  "xyz": [[-0.242056, -0.536737, -0.600508], [-1.198105, -0.922382, -0.033883], [-0.594440, 1.706117, 0.794584], [0.478121, 1.089772, 0.057766], [1.438821, -0.459946, 1.350126], [0.117658, -0.876824, -1.568085]],
  "forces_ev_per_angstrom": [[-1.065, 1.119, -0.166], [-0.425, -0.556, -0.052], [-0.266, 0.224, 0.087], [0.979, -1.339, 0.716], [0.173, 0.969, -0.408], [0.605, -0.416, -0.177]],
  "nbo_charge": [0.233, -0.447, -0.829, 1.196, -0.310, 0.157],
  "homo_ev": -10.159,
  "e_tot_ha": -1047.5027,
  "lumo_ev": -1.283,
  "gap_ev": 8.88,
  "charge": 0,
  "relative_energy_kcal_mol": 19.3
}

Record 2
{
  "formula": "CHClO4S",
  "method": "ωB97M-V/def2-TZVPD",
  "symbols": ["C", "O", "O", "O", "O", "S", "Cl", "H"],
  "xyz": [[1.203010, -0.573125, -0.562551], [2.167591, -1.258704, -0.676821], [-1.276114, 0.901022, -0.900511], [-0.543039, 1.538415, 1.333990], [0.433413, -0.681361, 0.475739], [-0.962471, 0.524345, 0.443935], [-2.233167, -0.851014, 0.998128], [1.210778, 0.400421, -1.111906]],
  "forces_ev_per_angstrom": [[2.567, 1.901, -0.022], [0.665, -1.401, -0.760], [-0.272, 0.765, -1.747], [0.690, 2.382, 1.032], [-1.613, 0.142, 0.323], [4.259, 1.963, -0.518], [-5.382, -5.189, 1.930], [-0.914, -0.563, -0.238]],
  "nbo_charge": [0.602, -0.503, -0.749, -0.780, -0.643, 1.922, 0.030, 0.121],
  "homo_ev": [-7.297, -10.582],
  "e_tot_ha": -1197.7805,
  "spin_multiplicity": 3,
  "lumo_ev": [0.483, -6.675],
  "gap_ev": [7.78, 3.91],
  "charge": 0,
  "relative_energy_kcal_mol": 70.7,
  "s2": 2.012
}

Record 3
{
  "formula": "CHCoF3MgNO3S2",
  "method": "ωB97M-V/def2-TZVPD",
  "symbols": ["Mg", "N", "S", "O", "S", "O", "O", "C", "F", "F", "F", "Co", "H"],
  "xyz": [[-1.506760, -2.560038, -0.328668], [-0.884330, 0.651031, -1.089444], [-0.552927, -0.491798, -2.379109], [-1.497624, -1.758908, -2.033527], [-0.234677, 0.260590, 0.236304], [-0.654732, -1.131478, 0.845992], [-0.550086, 1.168265, 1.388182], [1.678832, 0.087511, 0.209276], [2.012104, -1.166656, 0.016055], [2.142520, 0.839224, -0.757484], [2.134082, 0.502661, 1.369328], [-1.230972, -0.227443, 2.532619], [-0.855429, 3.827038, -0.009523]],
  "forces_ev_per_angstrom": [[0.203, 0.492, 0.381], [0.804, -1.888, -1.965], [-2.696, -0.604, 2.096], [2.164, 2.271, -0.664], [-0.046, 1.123, 3.001], [-0.023, -0.976, -2.227], [0.809, -0.335, -3.040], [0.970, 0.719, 0.276], [-0.359, -0.437, -0.175], [-0.351, -0.007, -0.161], [-0.514, -0.168, -0.190], [-0.960, -0.266, 2.690], [-0.002, 0.076, -0.021]],
  "nbo_charge": [1.904, -0.979, 1.269, -1.066, 2.048, -1.217, -0.910, 0.822, -0.282, -0.260, -0.252, 0.922, 0.001],
  "homo_ev": [-16.101, -16.439],
  "e_tot_ha": -2997.1494,
  "spin_multiplicity": 5,
  "lumo_ev": [-10.565, -11.085],
  "gap_ev": [5.54, 5.35],
  "charge": 2,
  "relative_energy_kcal_mol": 0.0,
  "s2": 6.020
}

Record 4
{
  "formula": "CHCrF3NO5S2",
  "method": "ωB97M-V/def2-TZVPD",
  "symbols": ["O", "Cr", "H", "N", "S", "O", "O", "S", "O", "O", "C", "F", "F", "F"],
  "xyz": [[1.132787, 1.919618, 1.494859], [-0.272366, -1.072169, 2.193364], [-1.641805, 1.027994, 2.047202], [1.073956, 0.262707, -0.303519], [0.290536, -1.005242, -0.789683], [-0.547047, -1.569209, 0.353968], [0.626097, -2.102645, -1.701156], [1.535245, 0.470421, 1.325264], [-1.294038, 0.269076, 2.850538], [3.025009, 0.395832, 1.442177], [-0.768982, 0.183210, -2.007649], [-0.063984, 1.020881, -2.755798], [-1.400996, -0.648792, -2.824483], [-1.694412, 0.848317, -1.325082]],
  "forces_ev_per_angstrom": [[-0.102, -2.275, -0.020], [0.430, 0.992, 0.891], [1.846, -3.493, 3.725], [0.363, -2.215, -0.672], [-0.498, 2.458, -1.116], [-0.186, -0.478, -2.110], [0.465, 1.315, 1.181], [1.577, 3.364, 0.567], [-2.069, 3.393, -3.168], [-1.639, -1.015, -0.234], [0.244, -2.063, 1.106], [0.139, -0.090, 0.469], [-0.627, -0.331, -0.849], [0.057, 0.438, 0.231]],
  "nbo_charge": [-1.002, 1.232, 0.480, -1.156, 2.115, -1.076, -0.910, 1.616, -1.100, -0.997, 0.774, -0.309, -0.339, -0.328],
  "homo_ev": [-4.455, -5.181],
  "e_tot_ha": -2610.0850,
  "spin_multiplicity": 5,
  "lumo_ev": [2.096, 1.881],
  "gap_ev": [6.55, 7.06],
  "charge": -1,
  "relative_energy_kcal_mol": 52.5,
  "s2": 6.024
}